ORCA calculation (ωB97M-V/def2-TZVPD) on 2 unconnected molecules or ions with the total composition C6H11NO4P in a non-equilibrium geometry.

## Properties
energy above the lowest of the compared OMol25 structures with the same formula, charge and spin: 30.39 kcal/mol
spin multiplicity: 1
charge: -1
highest occupied orbital energy: -4.61 eV
energy: -932.34473 Eh
HOMO-LUMO gap: 0.2998 Ha

The geometry in XYZ format:
```
23
Properties=species:S:1:pos:R:3:forces:R:3
C 2.708039 0.053896 -0.331429 0.5 -0.4 -1.5
C -0.692113 -2.565697 0.460886 -0.2 0.2 -1.0
C 1.774227 0.029775 0.811940 0.6 1.1 0.4
C -0.933780 -1.244554 0.546432 -0.5 -3.1 5.9
C 0.679156 0.773946 0.948921 1.8 2.1 -0.1
C -0.706361 -0.377184 -0.507493 -2.2 2.3 -3.5
N -0.253409 -0.790069 -1.637115 0.0 -0.7 0.4
O -1.061137 2.202553 -1.413509 1.1 -0.8 1.6
O -2.056899 1.790323 0.900950 0.3 -0.6 0.7
O -3.045306 0.752673 -1.239053 -1.7 -0.6 -0.8
O 0.001750 0.773601 2.081023 -2.3 0.9 1.3
P -1.886403 1.128987 -0.433621 1.8 0.4 -0.4
H 3.670934 0.663883 -0.193732 -1.1 -1.1 0.1
H 2.222970 0.489366 -1.235476 0.2 -0.2 0.6
H -0.765052 -3.291503 1.271769 -0.2 0.4 -0.1
H -0.425792 -2.955829 -0.543382 0.0 0.2 0.8
H 2.104725 -0.474363 1.697029 -0.1 -0.8 0.3
H -1.311431 -0.808246 1.611391 1.0 -1.2 -3.0
H 0.472745 1.644509 0.287357 0.0 -1.0 0.0
H 2.896330 -1.039500 -0.601092 0.4 1.4 0.1
H -0.610726 -0.289130 -2.441354 0.4 0.9 0.2
H -1.818088 2.345085 -1.935551 -1.3 0.9 -1.9
H -0.964377 1.187476 1.895111 1.9 -0.3 -0.2
```
Positions in Å, forces in eV/Å.